# C18H38ClIO6Si

A 3-piece molecular cluster, C18H38ClIO6Si overall (ωB97M-V with the def2-TZVPD basis set, OMol25).

Last column: Löwdin charge in e.
Positions of all 65 atoms, in Å:
C: 7.11 -1.66 0.30  -0.017
C: 6.01 -1.28 -0.44  -0.236
C: 5.31 0.02 -0.07  -0.343
Si: 3.48 0.02 -0.56  -0.179
Cl: 2.63 1.54 0.59  0.284
I: 3.19 0.66 -2.93  0.528
C: 2.75 -1.67 -0.20  -0.344
C: 1.24 -1.69 -0.28  -0.252
C: 0.53 -1.00 0.64  -0.058
H: 7.02 -2.48 1.01  0.052
H: 8.06 -1.13 0.21  0.052
H: 5.67 -1.85 -1.30  0.089
H: 5.34 0.11 1.02  0.066
H: 5.78 0.92 -0.51  0.080
H: 3.03 -1.96 0.83  0.099
H: 3.17 -2.39 -0.90  0.070
H: 0.70 -2.23 -1.06  0.096
H: 0.61 -1.19 1.71  0.057
H: -0.11 -0.21 0.26  0.060
C: 0.32 3.58 -3.72  -0.114
O: -0.04 3.38 -5.07  -0.194
C: 0.64 2.32 -5.72  -0.197
C: -0.29 1.34 -6.40  -0.178
O: -1.17 0.61 -5.57  -0.116
C: -2.19 1.30 -4.85  -0.179
C: -3.27 1.97 -5.68  -0.195
O: -2.79 3.04 -6.46  -0.194
C: -3.13 2.98 -7.83  -0.114
H: 1.14 4.30 -3.65  0.089
H: -0.55 3.98 -3.20  0.088
H: 0.61 2.65 -3.23  0.048
H: 1.29 1.78 -5.03  0.048
H: 1.28 2.77 -6.49  0.129
H: 0.33 0.59 -6.89  0.129
H: -0.84 1.82 -7.22  0.106
H: -1.75 1.99 -4.13  0.107
H: -2.68 0.52 -4.26  0.128
H: -4.01 2.37 -4.98  0.126
H: -3.77 1.21 -6.30  0.121
H: -3.20 1.95 -8.19  0.086
H: -2.34 3.48 -8.40  0.087
H: -4.07 3.51 -8.01  0.086
C: 0.21 -0.47 7.50  -0.113
O: -1.10 -0.46 6.97  -0.195
C: -1.25 0.32 5.79  -0.192
C: -1.91 -0.45 4.65  -0.178
O: -1.20 -1.56 4.13  -0.127
C: -0.98 -2.69 4.97  -0.179
C: -2.21 -3.46 5.41  -0.194
O: -3.05 -2.71 6.27  -0.195
C: -4.41 -2.66 5.88  -0.113
H: 0.33 0.34 8.23  0.087
H: 0.36 -1.42 8.01  0.087
H: 0.98 -0.37 6.73  0.087
H: -0.29 0.72 5.45  0.121
H: -1.90 1.16 6.04  0.127
H: -2.00 0.25 3.82  0.129
H: -2.93 -0.73 4.91  0.106
H: -0.35 -2.42 5.82  0.106
H: -0.39 -3.37 4.36  0.128
H: -1.87 -4.34 5.97  0.127
H: -2.76 -3.81 4.53  0.122
H: -4.53 -2.70 4.80  0.087
H: -4.83 -1.72 6.23  0.087
H: -4.97 -3.48 6.35  0.087

Computed properties:
Orbital gap   7.521 eV
Molar mass   540.94 g/mol
Structure (SMILES)   C=CC[Si](Cl)(I)CC=C.COCCOCCOC.COCCOCCOC
Electronic energy   -60060.906 eV
HOMO level   -7.829 eV
LUMO energy   -0.308 eV
Total charge   0

---

# C18H38FN2O5S2

A 2-piece molecular cluster, C18H38FN2O5S2 overall (ωB97M-V with the def2-TZVPD basis set, OMol25).

Last column: Löwdin charge in e.
Positions of all 66 atoms, in Å:
C: -1.02 1.68 -2.97  -0.060
C: 0.09 0.67 -3.26  -0.253
O: -0.25 -0.31 -4.23  -0.134
C: -1.28 -1.20 -3.85  -0.207
C: -0.82 -2.26 -2.84  -0.093
C: -1.13 -1.89 -1.38  -0.276
C: -2.38 -2.58 -0.82  -0.101
C: -2.83 -1.84 0.43  -0.138
N: -1.67 -1.39 1.32  -0.456
S: -1.33 0.38 1.13  1.032
C: -2.00 -1.61 2.77  -0.083
C: -3.05 -0.69 3.36  -0.481
O: -3.11 -0.45 4.50  0.223
F: -3.93 -0.21 2.46  0.110
C: -0.40 -2.19 1.06  -0.072
C: 0.00 -2.29 -0.43  -0.312
O: 1.18 -1.56 -0.65  -0.134
C: 2.32 -2.35 -0.99  -0.180
C: 3.48 -1.44 -1.35  -0.191
N: 4.01 -0.74 -0.19  -0.058
C: 3.53 0.63 -0.02  -0.161
C: 3.44 1.14 1.44  -0.391
C: 3.40 0.03 2.50  -0.041
O: 2.31 2.01 1.55  -0.071
H: -1.76 1.69 -3.78  0.085
H: -1.55 1.47 -2.04  0.051
H: -0.60 2.68 -2.88  0.076
H: 0.43 0.20 -2.32  0.091
H: 0.97 1.19 -3.66  0.123
H: -2.15 -0.66 -3.45  0.122
H: -1.60 -1.68 -4.77  0.130
H: 0.26 -2.35 -2.97  0.118
H: -1.27 -3.23 -3.09  0.127
H: -1.31 -0.81 -1.33  0.103
H: -2.09 -3.61 -0.56  0.134
H: -3.20 -2.60 -1.53  0.140
H: -3.54 -2.41 1.02  0.136
H: -3.35 -0.92 0.14  0.114
H: -0.10 0.24 0.60  -0.056
H: -2.26 -2.66 2.91  0.157
H: -1.09 -1.41 3.33  0.145
H: -0.52 -3.16 1.53  0.146
H: 0.40 -1.66 1.58  0.127
H: 0.18 -3.35 -0.62  0.162
H: 2.10 -3.02 -1.83  0.124
H: 2.61 -2.97 -0.13  0.133
H: 4.25 -2.05 -1.83  0.128
H: 3.12 -0.73 -2.11  0.123
H: 5.02 -0.75 -0.21  0.117
H: 4.17 1.32 -0.58  0.124
H: 2.53 0.73 -0.45  0.106
H: 4.31 1.77 1.63  0.135
H: 4.40 -0.18 2.88  0.083
H: 2.78 0.34 3.34  0.080
H: 3.01 -0.90 2.09  0.057
H: 1.61 1.56 2.01  0.046
C: -1.08 5.41 0.70  -0.250
S: -0.51 4.19 1.88  0.857
O: -0.54 2.87 1.17  -0.669
C: -1.96 4.24 2.94  -0.254
H: -0.32 5.49 -0.08  0.057
H: -2.02 5.08 0.26  0.063
H: -1.19 6.37 1.20  0.062
H: -2.85 3.99 2.35  0.062
H: -2.05 5.23 3.38  0.061
H: -1.82 3.50 3.73  0.052

Computed properties:
Orbital gap   8.447 eV
Molar mass   445.64 g/mol
Electronic energy   -56879.393 eV
HOMO level   -11.154 eV
LUMO energy   -2.707 eV
Total charge   +1

---

# C18H38FN5O13P2

A 3-piece molecular cluster, C18H38FN5O13P2 overall (ωB97M-V with the def2-TZVPD basis set, OMol25).

Last column: Löwdin charge in e.
Positions of all 77 atoms, in Å:
C: -3.17 -2.43 0.56  -0.065
C: -1.60 -2.64 0.42  -0.377
C: -1.21 -2.78 -1.10  -0.073
C: -0.75 -1.59 1.21  -0.304
C: 0.78 -1.91 1.20  -0.059
C: -1.08 -0.09 0.79  -0.090
O: 0.09 0.78 0.81  -0.007
N: -0.22 2.04 1.14  0.085
C: -1.42 2.81 0.67  -0.655
O: -1.27 3.60 -0.25  0.054
O: -2.54 2.66 1.24  -0.005
C: 0.59 2.66 1.94  -0.229
N: 1.79 2.07 2.42  0.053
C: 1.60 1.33 3.69  -0.155
C: 2.83 0.39 4.00  -0.211
N: 3.50 -0.20 3.10  0.092
N: 0.29 4.02 2.37  0.205
C: -0.64 4.00 3.48  -0.429
O: -0.75 5.01 4.10  0.157
N: -1.44 2.82 3.82  0.173
C: -1.40 2.51 5.21  -0.507
O: -2.15 1.71 5.62  0.176
F: -0.51 3.07 6.07  0.110
H: -3.45 -1.37 0.76  0.073
H: -3.66 -2.83 -0.36  0.080
H: -3.51 -3.11 1.40  0.079
H: -1.38 -3.63 0.89  0.132
H: -1.50 -3.82 -1.40  0.086
H: -1.78 -2.08 -1.76  0.080
H: -0.11 -2.69 -1.30  0.069
H: -1.07 -1.65 2.29  0.139
H: 1.22 -2.07 0.19  0.066
H: 0.91 -2.89 1.74  0.099
H: 1.32 -1.15 1.81  0.044
H: -1.41 -0.14 -0.29  0.142
H: -1.91 0.25 1.44  0.125
H: 2.52 2.77 2.52  0.142
H: 1.62 2.10 4.52  0.117
H: 0.65 0.77 3.77  0.132
H: 3.19 0.25 5.05  0.112
H: 3.10 0.02 2.18  0.038
H: 1.16 4.39 2.76  0.153
H: -2.40 3.05 3.55  0.157
C: -2.61 3.58 -3.12  -0.121
O: -3.05 2.58 -4.05  -0.273
P: -4.51 1.82 -3.61  0.642
O: -4.20 0.53 -4.33  -0.277
O: -5.40 2.82 -4.55  -0.269
C: -4.87 3.53 -5.66  -0.107
O: -5.93 1.26 -2.89  -0.233
C: -6.73 2.22 -2.19  -0.130
H: -1.70 4.05 -3.50  0.092
H: -3.37 4.35 -2.98  0.086
H: -2.38 3.12 -2.15  0.052
H: -4.21 2.91 -6.27  0.094
H: -4.34 4.42 -5.31  0.080
H: -5.71 3.86 -6.27  0.090
H: -7.17 2.93 -2.88  0.078
H: -6.13 2.74 -1.45  0.081
H: -7.53 1.69 -1.68  0.087
C: 6.73 -3.84 0.85  -0.132
O: 5.44 -4.34 0.46  -0.273
P: 4.67 -3.43 -0.75  0.652
O: 3.28 -3.81 -0.31  -0.266
O: 5.22 -4.44 -1.93  -0.268
C: 5.62 -5.78 -1.69  -0.101
O: 4.17 -2.36 -1.95  -0.233
C: 5.18 -1.82 -2.82  -0.128
H: 7.16 -4.52 1.59  0.090
H: 7.40 -3.78 -0.01  0.081
H: 6.63 -2.85 1.30  0.082
H: 4.94 -6.30 -1.02  0.096
H: 6.64 -5.79 -1.28  0.081
H: 5.64 -6.30 -2.65  0.093
H: 5.59 -2.60 -3.46  0.080
H: 5.98 -1.36 -2.23  0.080
H: 4.72 -1.05 -3.45  0.089

Computed properties:
Orbital gap   7.211 eV
Molar mass   613.47 g/mol
Electronic energy   -74638.451 eV
HOMO level   -9.300 eV
LUMO energy   -2.089 eV
Total charge   0

---

# C18H38IN3O4

A single C18H38IN3O4 molecule (ωB97M-V with the def2-TZVPD basis set, OMol25).

Last column: Löwdin charge in e.
Positions of all 64 atoms, in Å:
C: -0.41 5.19 -1.09  -0.152
C: 0.54 3.93 -1.55  -0.272
C: 0.07 3.25 -2.99  -0.149
C: -1.43 2.56 -2.78  -0.227
O: -1.40 1.09 -2.70  -0.638
N: -0.90 0.64 -1.54  -0.140
C: -1.92 0.64 -0.39  -0.020
C: -1.29 0.04 1.01  -0.276
N: -2.43 -0.56 1.79  -0.109
C: -3.62 0.42 1.86  -0.074
C: -2.10 -0.82 3.24  -0.303
C: -1.29 0.18 4.26  -0.036
O: -2.55 -1.98 3.79  -0.044
N: -0.07 -0.82 0.85  0.044
C: 0.02 -1.58 -0.43  -0.354
C: 1.65 -1.77 -0.75  -0.136
C: 2.41 -0.36 -1.14  -0.194
C: 4.04 -0.65 -0.96  -0.169
C: 4.54 -0.53 0.60  -0.239
O: 5.77 0.32 0.62  -0.163
C: -0.58 -3.11 -0.39  -0.065
C: -0.82 -3.69 1.13  -0.345
C: 0.53 -3.78 2.05  -0.078
O: -1.32 -5.09 0.97  -0.130
C: -0.60 -0.86 -1.76  -0.096
H: -1.46 4.79 -0.70  0.068
H: -0.63 5.97 -1.96  0.095
H: 0.08 5.74 -0.14  0.085
H: 0.48 3.13 -0.67  0.090
H: 1.69 4.24 -1.59  0.114
H: 0.04 4.09 -3.80  0.124
H: 0.88 2.43 -3.27  0.119
H: -2.03 2.82 -3.78  0.100
H: -2.03 3.06 -1.91  0.110
H: 0.01 1.07 -1.25  0.152
H: -2.85 0.04 -0.80  0.169
H: -2.23 1.77 -0.17  0.142
H: -0.94 1.00 1.63  0.151
H: -3.15 1.48 1.98  0.101
H: -4.35 0.32 0.94  0.111
H: -4.26 0.19 2.83  0.122
H: -0.33 0.65 3.79  0.075
H: -2.09 1.01 4.60  0.103
H: -0.99 -0.36 5.28  0.111
H: 0.82 -0.36 1.15  0.117
H: 1.68 -2.43 -1.74  0.140
H: 2.20 -2.41 0.07  0.115
H: 2.20 0.02 -2.23  0.117
H: 2.14 0.52 -0.40  0.099
H: 4.70 0.08 -1.62  0.123
H: 4.22 -1.77 -1.33  0.124
H: 3.78 -0.01 1.32  0.113
H: 4.87 -1.56 1.08  0.137
H: 5.52 1.21 0.18  0.107
H: -1.57 -3.25 -1.00  0.133
H: 0.22 -3.83 -0.90  0.135
H: -1.70 -3.09 1.59  0.123
H: 0.46 -4.52 2.96  0.087
H: 0.72 -2.70 2.52  0.078
H: 1.50 -4.10 1.44  0.088
H: -1.01 -5.64 1.77  0.105
H: 0.06 -1.04 -2.73  0.113
H: -1.67 -1.33 -2.02  0.123
I: -1.79 0.11 -4.81  0.047

Computed properties:
Orbital gap   5.254 eV
Molar mass   487.42 g/mol
Electronic energy   -40029.709 eV
Relative energy (zero: lowest compared OMol25 entry of this formula, charge and spin)   9.811 eV
HOMO level   -5.754 eV
LUMO energy   -0.500 eV
Total charge   0

---

Question: Which of these has the highest orbital gap?
Answer: C18H38FN2O5S2